The following is a DFT calculation (ωB97M-V with the def2-TZVPD basis set) of a cluster of 13 separate species, C13H39N13O26 in total at a distorted geometry.

Each line ends with the Löwdin charge.
Element x y z (Å)
C  -0.37  4.39  1.04  0.02
N  -1.73  4.72  0.73  -0.48
O  -1.99  5.64  0.01  0.06
O  -2.60  3.97  1.08  0.06
H  0.20  4.86  0.24  0.10
H  -0.18  3.32  1.10  0.09
H  -0.16  4.88  1.99  0.10
C  4.01  -0.71  -1.40  0.06
N  5.33  -0.04  -0.97  -0.45
O  5.27  1.07  -0.44  0.05
O  6.29  -0.69  -1.10  0.10
H  4.19  -1.45  -2.18  0.09
H  3.36  0.12  -1.70  0.06
H  3.72  -1.30  -0.53  0.09
C  -1.17  1.17  4.64  0.05
N  -0.44  2.48  4.63  -0.43
O  -0.91  3.37  3.95  0.06
O  0.61  2.56  5.25  0.06
H  -2.20  1.51  4.58  0.10
H  -1.04  0.64  5.58  0.10
H  -0.74  0.44  3.95  0.08
C  3.30  2.06  2.70  0.06
N  3.66  3.53  2.59  -0.42
O  2.71  4.29  2.66  0.05
O  4.86  3.80  2.45  0.06
H  4.23  1.63  3.06  0.10
H  2.90  1.65  1.77  0.07
H  2.51  2.05  3.45  0.07
C  2.92  3.31  -1.53  0.03
N  3.74  4.42  -0.92  -0.41
O  3.13  5.35  -0.42  0.06
O  4.99  4.31  -0.95  0.05
H  2.44  3.77  -2.39  0.10
H  2.02  3.00  -1.00  0.07
H  3.57  2.46  -1.72  0.07
C  -3.15  3.80  -2.99  0.06
N  -3.01  2.31  -2.68  -0.41
O  -2.03  1.97  -2.00  -0.01
O  -3.75  1.51  -3.21  0.08
H  -4.03  4.11  -2.43  0.10
H  -3.30  3.98  -4.06  0.10
H  -2.27  4.24  -2.53  0.09
C  -0.94  -0.27  0.26  0.06
N  0.25  0.15  -0.53  -0.39
O  1.26  0.65  0.05  0.00
O  0.33  -0.18  -1.67  0.05
H  -1.72  -0.19  -0.49  0.07
H  -1.04  0.51  1.02  0.11
H  -0.65  -1.26  0.63  0.07
C  1.83  -4.86  -1.05  0.08
N  0.45  -4.60  -0.44  -0.43
O  0.16  -3.42  -0.29  0.01
O  -0.21  -5.51  0.00  0.09
H  1.96  -5.82  -0.56  0.10
H  2.50  -4.14  -0.56  0.08
H  1.87  -4.77  -2.13  0.10
C  -4.27  -1.11  -0.13  0.03
N  -5.48  -1.64  -0.75  -0.46
O  -5.90  -1.19  -1.79  0.05
O  -5.99  -2.66  -0.30  0.06
H  -4.19  -1.58  0.85  0.08
H  -4.50  -0.05  -0.12  0.11
H  -3.51  -1.49  -0.82  0.09
C  1.77  -3.59  3.00  0.06
N  0.68  -2.72  3.50  -0.40
O  0.09  -3.03  4.57  0.04
O  0.55  -1.65  2.91  0.05
H  1.97  -4.29  3.82  0.11
H  2.61  -2.97  2.70  0.10
H  1.36  -3.91  2.05  0.08
C  -2.03  -4.74  3.16  0.04
N  -2.86  -3.75  2.45  -0.40
O  -2.37  -3.18  1.49  0.04
O  -4.07  -3.70  2.80  0.06
H  -1.11  -4.62  2.59  0.07
H  -2.46  -5.73  3.05  0.11
H  -1.95  -4.49  4.22  0.10
C  0.93  1.19  -4.29  0.03
N  -0.54  1.20  -4.67  -0.40
O  -1.14  0.20  -4.85  0.10
O  -0.95  2.35  -4.84  0.04
H  1.61  1.42  -5.10  0.10
H  1.26  0.23  -3.91  0.07
H  1.21  1.79  -3.42  0.07
C  -1.50  -2.34  -3.28  0.03
N  -1.83  -3.78  -3.18  -0.43
O  -2.98  -4.11  -2.79  0.05
O  -0.99  -4.61  -3.44  0.04
H  -0.64  -2.21  -3.94  0.09
H  -1.39  -2.04  -2.24  0.08
H  -2.36  -2.00  -3.86  0.11

- ΔE to the lowest compared entry with this formula, charge and spin: 69.98 kcal/mol
- Lowest unoccupied orbital energy: -0.049 hartree
- HOMO energy: -10.354 eV
- Multiplicity: 1